P | This record from the OMol25 dataset describes a 3-piece molecular cluster, C4H13NO3 overall. The level of theory is the ωB97M-V functional and the def2-TZVPD basis.

Positions of all 21 atoms, in Å:
C (-0.566, -1.052, -1.446)
O (-0.586, -0.312, -2.499)
C (-0.312, -0.174, -0.024)
C (-0.592, -1.055, 1.201)
C (-0.928, -0.182, 2.416)
O (-0.220, 2.007, -1.895)
N (0.916, 0.343, -0.039)
H (-1.519, -1.559, -1.293)
H (0.238, -1.801, -1.465)
H (-0.345, 1.053, -2.252)
H (-1.066, 0.616, -0.060)
H (-1.421, -1.731, 0.968)
H (-0.287, 0.682, 2.408)
H (-1.968, 0.139, 2.394)
H (-0.707, -0.704, 3.334)
H (-0.323, 2.621, -2.624)
H (1.570, 0.274, 0.837)
H (0.944, 1.236, -0.551)
H (0.316, -1.597, 1.411)
H (3.127, 0.088, 2.218)
O (2.166, -0.060, 2.124)

Results
HOMO-LUMO gap, eV: 5.3
HOMO level, eV: -9.01
Lowest unoccupied orbital energy, hartree: -0.138
Spin multiplicity: 1

Löwdin population analysis, charges in e, atoms 1 to 4: C -0.21; O -0.06; C -0.31; C -0.19

=====

Q | This record from the OMol25 dataset describes a 2-piece molecular cluster, C4H13NO3 overall. The level of theory is the ωB97M-V functional and the def2-TZVPD basis.

Positions of all 21 atoms, in Å:
C (0.219, -1.588, 0.600)
C (1.382, -0.715, 1.154)
C (2.630, -1.493, 1.391)
O (1.523, 0.277, 0.205)
N (-1.028, -0.812, 0.418)
C (-1.074, -0.118, -0.912)
O (-0.562, 1.229, -0.772)
H (0.164, -2.480, 1.211)
H (0.478, -2.107, -0.336)
H (1.125, -0.155, 2.158)
H (3.559, -0.919, 1.644)
H (3.008, -1.763, 0.418)
H (2.579, -2.342, 2.041)
H (1.860, -0.132, -0.570)
H (-1.199, -0.096, 1.112)
H (-0.548, -0.629, -1.704)
H (-2.166, 0.111, -1.033)
H (0.290, 1.044, -0.400)
H (-4.796, 3.831, -2.327)
H (-3.427, 4.448, -1.747)
O (-4.017, 4.407, -2.550)

Results
HOMO-LUMO gap, eV: 9.6
HOMO level, eV: -8.86
SMILES: C[C@@H](O)CNCO.O
Lowest unoccupied orbital energy, hartree: 0.028
Spin multiplicity: 1

Löwdin population analysis, charges in e, atoms 1 to 4: C -0.18; C -0.44; C -0.06; O -0.04

=====

Energies in kJ/mol, measured from the most stable structure: P 393.0; Q 0.0.

=====

P | This record from the OMol25 dataset describes a 2-piece molecular cluster, C4H13NO3 overall. The level of theory is the ωB97M-V functional and the def2-TZVPD basis.

Positions of all 21 atoms, in Å:
C (-1.491, -0.360, -0.168)
O (-2.377, -1.348, -0.311)
C (0.130, -1.041, -0.287)
C (0.801, 0.195, 0.263)
C (1.378, 0.931, -0.947)
O (1.966, -0.199, 1.021)
N (0.390, -2.428, 0.093)
H (-1.717, 0.088, 0.823)
H (-1.637, 0.410, -0.900)
H (0.147, -1.060, -1.417)
H (0.145, 0.708, 0.934)
H (0.767, 0.865, -1.841)
H (2.398, 0.757, -0.774)
H (1.302, 1.959, -0.756)
H (1.687, -0.506, 1.886)
H (-0.113, -2.700, 0.751)
H (1.322, -2.876, 0.202)
H (-2.131, -1.975, -1.071)
H (-1.136, 3.273, 1.459)
H (-1.191, 2.576, 0.154)
O (-0.641, 2.733, 0.887)

Results
HOMO-LUMO gap, eV: 9.5
HOMO level, eV: -8.98
SMILES: C[C@H](O)[C@@H](N)CO.O
Lowest unoccupied orbital energy, hartree: 0.020
Spin multiplicity: 1

Löwdin population analysis, charges in e, atoms 1 to 4: C -0.24; O -0.08; C -0.24; C -0.42

=====

Q | This record from the OMol25 dataset describes a 2-piece molecular cluster, C4H13NO3 overall. The level of theory is the ωB97M-V functional and the def2-TZVPD basis.

Positions of all 21 atoms, in Å:
C (-0.626, -0.658, 1.516)
O (-0.211, -0.022, 2.751)
C (-0.266, 0.383, 0.407)
C (-0.428, -0.228, -0.963)
C (0.540, -1.393, -1.224)
O (-1.727, -0.895, -0.992)
N (-1.217, 1.475, 0.584)
H (-0.220, -1.655, 1.398)
H (-1.710, -0.748, 1.687)
H (0.289, -0.654, 3.264)
H (0.795, 0.665, 0.600)
H (-0.564, 0.461, -1.790)
H (-0.121, -2.206, -1.509)
H (1.195, -1.101, -2.055)
H (1.208, -1.689, -0.414)
H (-2.372, -0.228, -0.730)
H (-1.145, 2.244, -0.057)
H (-1.384, 1.632, 1.562)
H (2.158, 0.963, -1.191)
H (2.827, 2.190, -1.742)
O (2.980, 1.464, -1.103)

Results
HOMO-LUMO gap, eV: 10.1
HOMO level, eV: -9.37
SMILES: C[C@@H](O)[C@@H](N)CO.O
Lowest unoccupied orbital energy, hartree: 0.026
Spin multiplicity: 1

Löwdin population analysis, charges in e, atoms 1 to 4: C -0.18; O -0.08; C -0.35; C -0.38

=====

Energies in kJ/mol, measured from the most stable structure: P 248.7; Q 0.0.

=====

P | This record from the OMol25 dataset describes a 2-piece molecular cluster, C4H13NO3 overall. The level of theory is the ωB97M-V functional and the def2-TZVPD basis.

Positions of all 21 atoms, in Å:
C (-0.693, 1.663, -0.828)
C (-0.605, 0.855, 0.466)
C (0.591, 1.518, 1.343)
O (1.116, 0.496, 2.204)
N (-0.436, -0.607, 0.641)
C (-1.187, -1.505, -0.300)
O (-1.025, -1.143, -1.592)
H (-1.681, 1.355, -1.327)
H (-0.697, 2.801, -0.647)
H (0.032, 1.200, -1.418)
H (-1.442, 1.144, 1.174)
H (0.232, 2.292, 2.176)
H (1.531, 1.960, 0.882)
H (0.488, 0.170, 2.860)
H (0.572, -0.840, 0.539)
H (-1.068, -2.641, -0.066)
H (-2.384, -1.172, -0.300)
H (-0.162, -1.306, -2.010)
H (2.459, -1.447, -1.700)
H (2.432, -2.557, -0.699)
O (1.927, -2.234, -1.398)

Results
HOMO-LUMO gap, eV: 9.3
HOMO level, eV: -8.88
SMILES: C[C@H](CO)NCO.O
Lowest unoccupied orbital energy, hartree: 0.016
Spin multiplicity: 1

Löwdin population analysis, charges in e, atoms 1 to 4: C -0.08; C -0.38; C -0.21; O -0.15

=====

Q | This record from the OMol25 dataset describes a 4-piece molecular cluster, C4H13NO3 overall. The level of theory is the ωB97M-V functional and the def2-TZVPD basis.

Positions of all 21 atoms, in Å:
O (-2.540, -1.074, 0.879)
C (-2.708, -0.301, -0.227)
C (-1.826, 0.692, -0.409)
C (-0.440, 0.232, -0.803)
C (0.141, -1.153, -0.219)
N (1.367, -1.451, -0.904)
H (-0.729, 0.660, 1.808)
H (-1.077, 1.320, 1.886)
H (-2.002, 1.735, -0.596)
H (-0.331, 0.209, -1.900)
H (0.236, 0.981, -0.349)
H (-0.590, -1.908, -0.524)
H (0.231, -1.187, 0.864)
H (1.974, -0.615, -1.166)
H (1.128, -2.002, -1.712)
H (-3.391, -1.372, 1.236)
H (1.875, 0.668, 0.583)
O (1.549, 0.696, 1.553)
H (1.942, 1.481, 1.940)
H (2.994, 1.457, -1.033)
O (2.198, 0.932, -0.908)

Results
HOMO-LUMO gap, eV: 4.7
HOMO level, eV: -7.71
Lowest unoccupied orbital energy, hartree: -0.112
Spin multiplicity: 1

Löwdin population analysis, charges in e, atoms 1 to 4: O 0.06; C 0.07; C -0.01; C -0.15

=====

Energies in kJ/mol, measured from the most stable structure: P 0.0; Q 558.4.